Here is a cluster of 2 separate species, CH2FPS in total from the OMol25 dataset. Energies are from ωB97M-V/def2-TZVPD.

Structure (XYZ):
```
6
CH2FPS | the OMol25 dataset | ωB97M-V/def2-TZVPD
C -0.871 -0.279 -0.271
F 2.407 0.463 -0.618
P 0.310 0.876 0.625
S -2.422 -0.157 0.112
H -0.321 -0.768 -1.009
H 0.897 -0.135 1.162
```

For the molecular weight, the calculation gives 96.1 g mol⁻¹. The net charge is 0. As for the energy relative to the best compared isomer or geometry (same formula, charge and spin): 382.3 kJ/mol. The value obtained for the lowest unoccupied orbital energy is -0.0956 hartree. The value obtained for the largest force on an atom is 3.8 eV/A.

Here is a structure of composition C21H45AsBrMoOS4Si3 from the OMol25 dataset. Energies are from ωB97M-V/def2-TZVPD.

Structure (XYZ):
```
77
C21H45AsBrMoOS4Si3 | the OMol25 dataset | ωB97M-V/def2-TZVPD
Mo -0.299 0.508 -1.866
O -2.269 -2.380 -7.736
C -1.993 -1.853 -6.707
S -1.410 -0.162 -6.585
C -1.217 -0.179 -4.859
C -1.533 -1.302 -4.195
S -1.365 -1.371 -2.457
S -2.119 -2.658 -5.112
S -0.589 1.199 -3.987
C 4.626 -1.703 -3.181
Si 2.822 -1.522 -3.594
C 2.551 -0.608 -5.185
C 1.896 -3.131 -3.525
As 1.902 -0.350 -1.695
Si 2.198 2.026 -1.784
C 2.936 2.583 -3.397
C 3.265 2.460 -0.321
C 0.528 2.956 -1.551
H 5.119 -2.288 -3.962
H 4.772 -2.220 -2.232
H 5.128 -0.735 -3.127
H 2.911 -1.242 -6.001
H 3.104 0.329 -5.226
H 1.496 -0.402 -5.366
H 2.324 -3.810 -4.268
H 0.840 -3.002 -3.763
H 1.976 -3.611 -2.549
H 3.898 2.101 -3.577
H 3.108 3.662 -3.366
H 2.272 2.365 -4.233
H 4.230 1.954 -0.370
H 2.780 2.175 0.614
H 3.447 3.537 -0.300
H 0.278 3.481 -2.471
H 0.737 3.698 -0.774
H -0.408 2.518 -1.138
C -2.710 -2.518 2.149
C -1.341 -1.856 2.357
C -0.449 -2.320 1.195
C -0.745 -2.380 3.679
Si -1.480 0.041 2.470
Br -1.981 0.686 0.209
C -3.051 0.720 3.314
C -3.006 2.248 3.471
C -4.350 0.400 2.555
C -3.145 0.086 4.717
C 0.137 0.961 2.901
C 0.172 2.390 2.339
C 0.264 1.025 4.437
C 1.381 0.244 2.360
H -2.560 -3.596 2.046
H -3.202 -2.169 1.239
H -3.384 -2.367 2.991
H -0.377 -3.411 1.232
H 0.563 -1.923 1.231
H -0.885 -2.061 0.229
H -0.728 -3.473 3.643
H -1.336 -2.094 4.550
H 0.281 -2.047 3.839
H -2.928 2.756 2.508
H -2.195 2.589 4.112
H -3.942 2.574 3.934
H -4.413 0.939 1.609
H -5.191 0.731 3.170
H -4.490 -0.658 2.354
H -2.251 0.249 5.322
H -3.338 -0.985 4.673
H -3.984 0.544 5.249
H -0.679 2.998 2.635
H 0.218 2.381 1.248
H 1.077 2.886 2.704
H -0.510 1.637 4.898
H 1.228 1.477 4.688
H 0.240 0.038 4.901
H 1.362 0.149 1.273
H 1.521 -0.747 2.787
H 2.264 0.836 2.625
```

For the molecular weight, the calculation gives 776.9 g mol⁻¹. The net charge is +1. As for the energy relative to the best compared isomer or geometry (same formula, charge and spin): 1.5 kJ/mol. The value obtained for the lowest unoccupied orbital energy is -0.1599 hartree. The value obtained for the largest force on an atom is 0.3 eV/A.

Here is a structure of composition C21H40AsBF12N6O17S2 from the OMol25 dataset. Energies are from ωB97M-V/def2-TZVPD.

Structure (XYZ):
```
100
C21H40AsBF12N6O17S2 | the OMol25 dataset | ωB97M-V/def2-TZVPD
O -1.177 -0.779 -2.344
C -0.840 -0.795 -1.150
O 0.316 -0.600 -0.575
B 0.274 -0.383 0.869
O -1.117 -0.773 1.127
C -1.815 -0.968 0.042
O -2.977 -1.253 -0.100
O 0.377 1.052 1.272
C 1.399 1.231 2.094
O 1.797 2.303 2.637
C 2.014 -0.173 2.430
O 1.380 -1.104 1.620
O 3.003 -0.508 3.106
C 2.311 -2.341 -2.958
C 3.204 -2.470 -1.758
O 3.870 -3.485 -1.522
N 3.269 -1.283 -0.770
H 3.365 -0.422 -1.289
H 2.419 -1.151 -0.239
C 4.476 -1.177 0.284
H 2.666 -1.496 -3.548
H 1.271 -2.127 -2.714
H 2.242 -3.264 -3.534
H 4.596 -0.220 0.792
H 5.385 -1.517 -0.214
H 4.167 -1.885 1.053
C -1.957 2.552 -3.050
C -3.292 2.320 -3.605
O -3.838 1.269 -3.824
N -4.005 3.624 -4.123
H -3.327 4.320 -3.849
H -4.055 3.473 -5.121
C -5.342 3.819 -3.425
H -1.268 3.084 -3.706
H -1.408 1.630 -2.858
H -2.111 3.059 -2.097
H -5.240 4.251 -2.430
H -5.857 2.866 -3.306
H -6.041 4.430 -3.997
C 1.898 -3.676 3.599
C 3.288 -3.851 2.977
O 3.456 -4.207 1.821
N 4.483 -3.423 3.775
H 5.099 -3.007 3.092
H 4.236 -2.650 4.376
C 5.189 -4.499 4.640
H 1.737 -4.466 4.333
H 1.130 -3.936 2.871
H 1.731 -2.677 4.001
H 6.128 -4.133 5.056
H 5.478 -5.191 3.849
H 4.434 -4.795 5.368
C -3.871 -4.214 -1.455
C -3.296 -3.417 -2.628
O -2.352 -3.881 -3.213
N -3.917 -2.021 -2.926
H -4.802 -1.968 -2.442
H -3.228 -1.425 -2.490
C -4.039 -1.741 -4.452
H -4.954 -4.104 -1.525
H -3.542 -3.733 -0.534
H -3.542 -5.245 -1.330
H -3.130 -1.375 -4.929
H -4.873 -1.047 -4.563
H -4.381 -2.664 -4.920
C 5.142 5.677 2.286
C 3.725 5.056 2.299
O 3.026 5.013 3.340
N 3.314 4.189 1.078
H 4.022 3.524 0.801
H 2.586 3.646 1.520
C 2.695 4.936 -0.093
H 5.273 6.287 3.179
H 5.293 6.253 1.373
H 5.900 4.894 2.331
H 1.891 5.538 0.330
H 2.292 4.186 -0.774
H 3.386 5.599 -0.612
C -4.911 2.590 -0.014
F -4.538 1.586 -0.806
F -4.136 3.619 -0.387
F -6.191 2.838 -0.153
S -4.645 2.108 1.880
O -5.976 2.379 2.494
O -4.187 0.760 1.812
N -3.499 3.237 2.518
S -2.134 2.776 2.107
O -1.540 1.829 3.069
O -1.976 2.341 0.719
C -1.227 4.481 2.252
F -1.945 5.475 1.710
F -1.149 4.713 3.529
F 0.007 4.535 1.760
As 0.443 -5.368 -0.159
F 2.235 -5.750 -0.135
F 0.733 -3.673 0.306
F -1.315 -5.090 -0.123
F 0.111 -7.083 -0.675
F 0.289 -5.868 1.580
F 0.509 -4.997 -1.909
```

For the molecular weight, the calculation gives 1026.4 g mol⁻¹. The net charge is +2. The value obtained for the lowest unoccupied orbital energy is -0.2074 hartree. The value obtained for the largest force on an atom is 6.1 eV/A.

Here is a structure of composition CuH40O20 from the OMol25 dataset. Energies are from ωB97M-V/def2-TZVPD.

Structure (XYZ):
```
61
CuH40O20 | the OMol25 dataset | ωB97M-V/def2-TZVPD
Cu -0.040 -0.281 0.158
O 0.400 3.840 -2.008
H 1.144 3.849 -1.405
H 0.759 4.156 -2.837
O 0.961 -2.425 -3.659
H 0.981 -2.766 -4.553
H 1.745 -1.881 -3.593
O 2.399 2.828 -0.628
H 3.344 2.975 -0.664
H 2.217 2.254 -1.372
O 0.255 0.923 -4.589
H -0.490 0.323 -4.632
H -0.087 1.754 -4.919
O 1.388 1.124 1.335
H 1.899 1.891 1.075
H 2.021 0.548 1.764
O 1.126 -2.593 4.296
H 0.516 -1.856 4.260
H 1.223 -2.778 5.230
O -3.515 0.999 3.196
H -2.929 1.488 3.773
H -4.375 1.069 3.612
O 2.347 1.822 -3.121
H 1.656 1.531 -3.716
H 2.945 2.325 -3.674
O -0.026 0.987 -1.663
H 0.397 0.932 -2.519
H -0.083 1.925 -1.483
O 0.241 -4.714 -1.303
H 0.097 -4.179 -2.083
H 1.017 -4.334 -0.891
O -1.758 3.272 2.885
H -1.077 2.686 3.215
H -1.934 2.959 1.998
O -0.050 -4.387 2.307
H 0.049 -3.902 1.488
H 0.334 -3.816 2.972
O 4.087 0.708 2.141
H 4.884 1.111 2.486
H 4.399 0.038 1.534
O -3.243 -3.832 -1.046
H -3.260 -4.721 -0.689
H -2.463 -3.434 -0.660
O 2.139 -1.849 0.690
H 2.983 -1.409 0.587
H 2.365 -2.757 0.889
O -1.993 2.774 0.221
H -2.631 2.853 -0.489
H -1.188 3.148 -0.137
O -3.762 -0.271 -1.708
H -4.290 0.237 -1.092
H -4.074 -0.002 -2.571
O -1.828 -0.326 1.568
H -2.318 -1.132 1.733
H -2.207 0.313 2.171
O 0.078 1.635 3.763
H 0.889 1.534 4.261
H 0.333 1.475 2.854
O -1.280 -1.654 -1.215
H -0.646 -1.698 -1.931
H -2.069 -1.287 -1.615
```

For the molecular weight, the calculation gives 423.8 g mol⁻¹. The net charge is +1. The value obtained for the lowest unoccupied orbital energy is -0.1108 hartree. The value obtained for the largest force on an atom is 1.4 eV/A.

Here is a structure of composition CH2N2P2 from the OMol25 dataset. Energies are from ωB97M-V/def2-TZVPD.

Structure (XYZ):
```
7
CH2N2P2 | the OMol25 dataset | ωB97M-V/def2-TZVPD
C 0.277 1.025 0.406
N 1.025 0.027 0.381
N -1.276 -0.819 -0.442
P -1.452 0.701 -0.147
P 0.183 -1.396 0.078
H 0.671 1.948 0.955
H 0.573 -1.486 -1.230
```

For the molecular weight, the calculation gives 104.0 g mol⁻¹. The net charge is 0. As for the energy relative to the best compared isomer or geometry (same formula, charge and spin): 104.2 kJ/mol. The value obtained for the lowest unoccupied orbital energy is -0.0318 hartree. The value obtained for the largest force on an atom is 3.2 eV/A.

Here is a structure of composition C40H35GeN6O2S2W from the OMol25 dataset. Energies are from ωB97M-V/def2-TZVPD.

Structure (XYZ):
```
87
C40H35GeN6O2S2W | the OMol25 dataset | ωB97M-V/def2-TZVPD
W -1.020 -0.817 0.720
O 0.839 -1.602 1.142
C 1.567 -2.431 0.508
C 2.976 -2.395 0.605
C 3.697 -3.038 -0.361
C 3.094 -3.771 -1.450
C 1.769 -3.954 -1.472
C 0.912 -3.535 -0.309
C -1.414 -2.959 0.620
N -2.505 -2.238 0.117
C -3.849 -2.362 0.697
C -3.697 -2.072 2.177
N -2.767 -0.939 2.310
C -3.013 -0.131 3.292
C -2.250 1.014 3.688
C -2.666 1.808 4.771
C -1.882 2.869 5.171
C -0.682 3.147 4.513
C -0.242 2.380 3.439
C -1.044 1.325 3.039
O -0.694 0.493 2.025
H 3.441 -1.757 1.343
H 4.778 -2.954 -0.337
H 3.733 -4.183 -2.219
H 1.314 -4.563 -2.247
H -1.581 -3.742 1.350
H -4.220 -3.374 0.515
H -4.499 -1.643 0.195
H -3.284 -2.935 2.703
H -4.668 -1.848 2.621
H -3.885 -0.334 3.915
H -3.585 1.580 5.295
H -2.188 3.482 6.007
H -0.071 3.971 4.856
H 0.699 2.581 2.948
N -3.023 2.298 0.377
C -3.082 1.369 -0.574
N -2.486 0.175 -0.498
C -2.817 -0.610 -1.608
C -3.586 -0.029 -2.538
S -4.002 1.578 -2.024
C -2.171 -1.930 -1.420
C -2.531 -3.224 -2.091
S -1.452 -4.375 -1.746
C -0.528 -3.125 -0.624
N -0.769 -1.856 -1.234
N 0.791 -4.695 0.624
H -2.629 2.075 1.279
H -3.549 3.155 0.300
H -3.938 -0.406 -3.485
H -3.447 -3.427 -2.635
H 0.857 -5.566 0.101
H 1.554 -4.725 1.296
C 4.981 1.223 1.518
C 3.847 1.001 2.297
C 2.608 0.854 1.697
C 2.472 0.908 0.308
C 3.617 1.152 -0.463
C 4.861 1.295 0.139
Ge 0.769 0.761 -0.664
C 0.600 2.749 -0.772
C -0.036 3.662 0.099
C -0.034 5.005 -0.156
C 0.682 5.523 -1.269
C 1.370 4.663 -2.125
C 1.361 3.319 -1.862
C 0.969 0.201 -2.501
C 2.044 -0.583 -2.912
C 2.163 -0.981 -4.239
C 1.206 -0.599 -5.167
C 0.128 0.186 -4.768
C 0.014 0.580 -3.445
H 5.947 1.344 1.988
H 3.937 0.941 3.374
H 1.750 0.659 2.326
H 3.566 1.217 -1.545
H 5.735 1.475 -0.473
H -0.553 3.290 0.972
H -0.561 5.706 0.478
H 0.711 6.595 -1.423
H 1.920 5.069 -2.963
H 1.909 2.644 -2.509
H 2.816 -0.876 -2.208
H 3.016 -1.568 -4.553
H 1.307 -0.889 -6.204
H -0.604 0.505 -5.498
H -0.826 1.214 -3.165
```

As for the spin multiplicity: 2. For the molecular weight, the calculation gives 952.3 g mol⁻¹. The net charge is +4. The value obtained for the lowest unoccupied orbital energy (alpha / beta) is -0.4717 / -0.4971 hartree. As for the expectation value of S²: 0.768. The value obtained for the largest force on an atom is 2.1 eV/A.

Here is a structure of composition C7H3N from the OMol25 dataset. Energies are from ωB97M-V/def2-TZVPD.

Structure (XYZ):
```
11
C7H3N | the OMol25 dataset | ωB97M-V/def2-TZVPD
C 2.282 0.731 -0.006
C 2.972 -0.490 0.003
C 1.238 -1.507 0.016
C -0.001 -1.773 0.022
C 0.933 0.983 0.000
C -0.271 1.824 0.039
C -1.062 -0.756 0.004
N -0.331 0.499 0.001
H 2.911 1.621 -0.002
H -1.689 -0.795 -0.894
H -1.709 -0.779 0.890
```

For the molecular weight, the calculation gives 101.1 g mol⁻¹. The net charge is 0. As for the energy relative to the best compared isomer or geometry (same formula, charge and spin): 639.7 kJ/mol. The value obtained for the lowest unoccupied orbital energy is -0.0520 hartree. The value obtained for the largest force on an atom is 3.9 eV/A.

Here is a structure of composition C19H24HfN from the OMol25 dataset. Energies are from ωB97M-V/def2-TZVPD.

Structure (XYZ):
```
45
C19H24HfN | the OMol25 dataset | ωB97M-V/def2-TZVPD
C 1.695 -0.127 -1.539
C 0.998 -0.102 -2.913
C 2.762 0.999 -1.446
C 2.406 -1.498 -1.436
H 3.644 0.683 -2.033
H 3.134 1.220 -0.434
H 2.435 1.956 -1.869
H 1.624 -0.662 -3.630
H 0.872 0.903 -3.325
H 0.006 -0.583 -2.898
H 2.898 -1.700 -2.407
H 1.700 -2.322 -1.241
H 3.189 -1.534 -0.672
C -1.636 2.138 0.363
C -0.269 2.580 0.391
C 0.216 2.506 -0.967
H 0.194 3.157 1.189
C -0.872 2.050 -1.797
C -1.991 1.812 -0.976
H -2.969 1.474 -1.322
H -2.327 2.244 1.192
H 1.088 3.050 -1.331
H -0.879 2.037 -2.891
C 0.808 -1.489 2.268
C 0.381 -0.185 2.643
C 1.350 0.777 2.175
H -0.389 0.048 3.381
C 2.368 0.021 1.478
C 2.032 -1.371 1.589
H 2.688 -2.200 1.328
H 0.295 -2.422 2.502
H 1.453 1.801 2.541
H 3.351 0.412 1.218
Hf 0.403 0.367 0.091
C -4.011 -1.956 1.319
C -3.305 -2.439 0.210
C -2.093 -1.853 -0.169
N -1.557 -0.789 0.508
C -2.272 -0.328 1.582
C -3.467 -0.874 2.017
H -4.951 -2.394 1.653
H -3.693 -3.285 -0.362
H -1.512 -2.224 -1.022
H -1.869 0.526 2.135
H -3.927 -0.421 2.904
```

For the molecular weight, the calculation gives 444.9 g mol⁻¹. The net charge is +1. The value obtained for the lowest unoccupied orbital energy is -0.1269 hartree. The value obtained for the largest force on an atom is 2.6 eV/A.